# C33H36BiN6O3

A molecular structure, C33H36BiN6O3 (ωB97M-V with the def2-TZVPD basis set, the OMol25 dataset).

Geometry as XYZ:
```
79
Properties=species:S:1:pos:R:3:lowdin_charge:R:1
C 6.90 15.63 7.74 0.002
H 15.63 20.32 8.71 0.090
N 12.40 19.76 8.86 0.046
C 9.46 8.07 8.65 -0.067
H 15.29 10.15 9.82 0.108
O 8.69 14.79 6.32 -0.127
C 7.33 16.28 10.01 -0.084
C 13.32 21.59 7.80 -0.008
C 13.55 20.28 8.39 -0.319
C 15.73 14.38 8.86 -0.077
C 10.02 20.36 8.81 -0.033
C 9.48 10.91 8.83 -0.128
N 12.30 16.55 11.95 0.037
H 11.02 8.33 7.10 0.127
C 14.28 12.49 8.74 -0.210
H 9.45 21.29 8.56 0.094
C 8.71 10.14 9.69 -0.020
H 14.27 9.26 8.69 0.090
H 14.82 18.91 9.45 0.070
N 12.61 18.77 12.37 0.136
H 16.73 14.80 8.93 0.106
C 8.62 15.73 9.96 -0.057
H 5.56 16.75 8.98 0.098
H 11.98 13.87 13.92 0.101
H 14.89 16.30 8.53 0.070
C 6.49 16.26 8.90 -0.075
H 6.20 15.58 6.91 0.126
O 13.88 11.20 8.71 -0.111
O 10.92 10.95 6.88 -0.125
H 12.19 14.55 11.56 0.084
C 11.43 20.62 8.48 -0.345
H 8.04 8.23 10.22 0.091
H 10.51 15.43 5.56 0.080
C 14.65 15.25 8.69 -0.193
H 11.51 9.54 5.47 0.084
N 11.92 12.70 8.84 0.163
C 9.45 15.75 5.57 -0.071
C 12.57 17.18 14.22 -0.027
H 12.67 19.60 12.96 0.112
H 9.95 20.11 9.90 0.096
C 13.35 14.75 8.70 -0.409
C 8.23 15.16 7.58 -0.206
Bi 11.88 16.45 8.76 1.499
H 11.46 11.28 4.98 0.113
H 9.35 16.77 5.97 0.085
C 14.85 19.56 8.57 -0.032
H 8.67 12.79 9.22 0.151
C 12.52 17.52 12.84 -0.398
H 12.00 11.69 8.76 0.125
H 9.05 15.70 4.55 0.093
H 9.24 15.78 10.87 0.112
C 12.35 15.90 14.64 -0.085
H 8.08 10.63 10.44 0.124
H 12.68 18.02 14.93 0.114
H 7.04 16.81 10.89 0.099
C 14.85 10.17 8.81 -0.052
H 11.38 22.60 7.48 0.110
C 12.15 14.92 13.68 -0.081
H 15.06 18.92 7.68 0.095
C 10.28 8.79 7.80 -0.012
C 10.64 13.19 8.88 -0.326
N 9.56 12.35 8.99 0.163
H 15.65 10.23 8.03 0.110
C 9.04 15.04 8.79 -0.254
C 15.56 12.99 8.83 -0.011
H 14.10 22.22 7.37 0.118
C 8.69 8.75 9.58 -0.073
H 12.55 18.92 11.36 0.067
H 9.53 19.52 8.28 0.082
C 13.14 13.39 8.81 -0.177
C 12.25 15.29 12.35 -0.179
H 9.93 10.34 5.18 0.104
C 10.24 10.20 7.81 -0.206
C 11.97 21.79 7.86 -0.025
H 16.45 12.31 8.86 0.129
N 10.39 14.46 8.83 -0.044
H 9.40 7.01 8.60 0.101
H 12.48 15.64 15.68 0.114
C 10.94 10.47 5.56 -0.071
```

Charge: +1
Total energy: -55719.2355 eV
E_HOMO (spin up / spin down): -10.3 / -9.5 eV